Here is a single C20H16N2OS molecule in a non-equilibrium geometry from the Open Molecules 2025 dataset. Energies are from ωB97M-V/def2-TZVPD.

Positions of all 40 atoms, in Å:
S 3.168467 1.291928 -1.081051
O 2.801797 2.425246 3.006569
N -1.955297 0.781780 -0.850440
N -4.421041 1.573879 -1.734758
C 4.767515 0.348491 0.774271
C -3.093679 0.138766 -0.353876
C -5.549985 -0.156739 -0.565068
C 4.343262 1.261682 1.787680
C 0.482101 1.310873 1.923394
C -0.776183 1.028278 -0.160221
C 2.932645 1.746937 1.999448
C -4.253971 -1.681216 0.781698
C -5.489848 -1.244676 0.312771
C 6.123241 -0.013705 0.659489
C 0.441988 1.100621 -0.833579
C 1.706722 1.423796 1.229130
C 1.670530 1.322170 -0.182889
C -4.354394 0.517264 -0.858792
C 7.032251 0.405099 1.606710
C -3.059194 -1.019041 0.429083
C -0.742611 1.157894 1.232987
C 6.631325 1.217693 2.652694
C 5.337389 1.685405 2.704634
C 3.833941 -0.227380 -0.225770
H -3.606816 2.185686 -1.699517
H -4.167556 -2.530104 1.425487
H -6.506268 0.153459 -1.035875
H 0.460784 1.328286 3.010603
H 0.473706 1.025947 -1.927854
H 8.073979 0.105674 1.503177
H 7.328255 1.591683 3.399235
H 5.132304 2.433810 3.469300
H -1.985051 0.839736 -1.860438
H -5.317932 2.074756 -1.789801
H -6.369428 -1.742416 0.619418
H 4.327122 -0.876411 -0.975169
H 6.475742 -0.645502 -0.111471
H -1.628103 1.063330 1.890079
H 3.009079 -0.830015 0.240213
H -2.109709 -1.405884 0.755581

Cartesian forces (eV/Å) of the 6 atoms listed first:
S -0.113 -0.889 -0.685
O -0.597 0.120 -0.123
N -0.056 0.528 -0.282
N 0.017 1.383 -0.771
C 0.775 -0.164 0.800
C -1.138 -1.477 0.347

E_LUMO ... -0.182 eV
Energy relative to the best compared isomer or geometry (same formula, charge and spin) ... 0.00 kcal/mol
Charge ... 0
E_tot ... -36862.4953 eV
SMILES ... Nc1ccccc1Nc1ccc2c(c1)SCc1ccccc1C2=O

These are the Löwdin partial charges, in e, on atoms 1 to 6: 0.9715, 0.0750, 0.0701, 0.0853, -0.2654, -0.2169

Here is a molecular structure, C20H16N5O3V from the Open Molecules 2025 dataset. Energies are from ωB97M-V/def2-TZVPD.

Positions of all 45 atoms, in Å:
V -0.298261 -0.339982 -0.097279
O 2.642443 -2.577106 -0.596098
O 2.084670 1.646670 2.359112
O 0.518143 -1.917711 -0.141212
N -7.419186 -2.438056 -6.799250
N 1.098253 0.404054 0.663859
N -0.249171 0.102271 -1.939038
N -2.132007 0.154828 0.000797
N -0.618171 -0.645931 2.112777
C -3.638188 -0.915646 -3.323691
C -3.709714 -0.322350 -4.589509
C -4.692891 -0.702895 -5.480676
C -5.536578 -2.299554 -3.864812
C 2.323274 -0.312663 0.243506
C -1.268086 -0.438359 -2.759700
C -2.907154 0.705368 0.997176
C -2.609532 -0.510700 -2.362716
C 0.861940 0.200231 -2.722511
C -4.217408 0.793706 0.614615
C 0.070678 0.390751 2.894897
C -6.610647 -2.109744 -6.054209
C -3.019965 -0.111686 -1.068317
C -5.599373 -1.701101 -5.123500
C -4.573199 -1.894036 -2.962541
C 1.189679 0.953733 2.045043
C -0.702775 -0.730638 -4.007199
C 0.626721 -0.302349 -3.987335
C -4.296592 0.268682 -0.688493
C 1.939706 -1.733013 -0.199999
H -1.215475 -1.192926 -4.834416
H 3.034599 -0.334982 1.072794
H 2.822410 0.189443 -0.584710
H -4.518034 -2.367093 -1.990985
H 0.513333 0.013785 3.818673
H -5.173681 0.224647 -1.312872
H -3.031971 0.478710 -4.853678
H -0.199811 -1.559454 2.281638
H 1.770932 0.637283 -2.342024
H -2.468657 1.072106 1.910710
H -5.022482 1.217067 1.191730
H 1.338779 -0.345924 -4.794273
H -1.593788 -0.733086 2.380404
H -4.770473 -0.228185 -6.448640
H -0.607032 1.199842 3.172282
H -6.243365 -3.074587 -3.604223

Cartesian forces (eV/Å) of the 6 atoms listed first:
V 0.041 -0.533 -0.024
O 0.146 0.099 0.121
O -0.001 0.007 0.008
O -0.213 0.847 0.024
N -0.029 -0.010 -0.023
N 0.184 -0.136 0.037

E_LUMO ... -9.802 eV
Energy relative to the best compared isomer or geometry (same formula, charge and spin) ... 0.00 kcal/mol
Charge ... +2
E_tot ... -60262.8428 eV

These are the Löwdin partial charges, in e, on atoms 1 to 6: 1.1786, 0.2581, 0.2409, -0.1199, 0.2135, -0.0511